[1]
The following is a quantum chemistry calculation of C24H43Cl2F6GeO2PPdSb as an isolated structure, from the Open Molecules 2025 dataset.

XYZ file:
```
81
C24H43Cl2F6GeO2PPdSb (wB97M-V/def2-TZVPD)
H -3.34 -1.15 5.85
H 1.91 1.95 -2.90
H -3.96 -1.07 1.58
H 4.15 0.23 -0.38
C -4.55 -1.79 -0.37
H 3.67 -4.70 -1.44
H 3.62 1.67 -3.22
C -2.18 -1.19 0.34
H -1.65 1.56 1.27
H -3.37 -3.63 -0.35
H -4.31 -1.57 -1.41
H -1.08 -1.58 4.69
H -1.93 -2.00 3.22
C 2.37 2.27 1.72
F -2.28 -0.83 -2.98
H -4.19 -1.56 4.36
H 4.83 1.71 0.32
H 2.97 1.03 3.37
H -0.67 3.54 1.06
H -4.56 -3.52 0.95
C -0.34 -0.55 2.95
Sb -1.53 0.81 -3.53
C -3.68 -0.91 0.53
H 1.82 3.01 3.65
F 0.22 0.00 -3.37
H -3.89 0.14 0.30
H 3.53 3.10 -1.24
F -3.18 1.64 -3.42
C 2.47 -2.63 -0.22
H -2.12 0.69 4.66
H -1.11 3.27 -0.63
H -2.98 0.30 3.19
H 2.16 4.35 -2.15
Cl 3.41 -6.23 -3.72
C -2.57 -0.14 4.11
H -1.90 -2.17 0.72
C 2.80 -4.32 -1.97
H 2.04 0.16 2.15
C 1.13 4.30 -1.81
H -5.07 -3.86 -0.70
Ge -1.13 0.13 1.31
F -1.26 1.15 -1.60
Pd 0.55 0.24 -0.64
H 0.15 0.25 3.50
H 1.12 3.96 2.36
C 2.81 0.92 2.30
Cl -0.71 -2.97 -4.43
C 1.37 2.95 2.66
C -0.49 3.87 0.04
O 2.00 -1.60 0.19
C 3.22 2.06 -1.13
H -0.83 4.90 -0.03
C -4.38 -3.28 -0.10
C 2.82 1.50 -2.50
C 4.41 1.27 -0.58
C -3.71 -0.75 4.91
H 0.55 3.70 -2.51
H -4.47 0.00 5.15
P 1.74 2.15 -0.02
H 3.73 0.55 1.86
F -1.61 0.29 -5.32
H 1.57 4.45 0.28
C 0.98 3.79 -0.37
H 0.42 -1.30 2.70
H 2.66 0.42 -2.43
O 0.12 -2.01 -1.82
H -5.59 -1.51 -0.21
H 5.20 1.27 -1.33
H -1.95 -1.16 -0.72
C -1.49 -1.16 3.77
H 0.45 2.38 2.75
C 2.08 -3.29 -1.50
H 1.15 -5.09 -4.94
H 0.73 5.31 -1.84
H 3.24 2.92 1.62
C 1.36 -4.59 -4.01
H 3.26 -3.16 0.35
C 2.44 -4.97 -3.23
F -0.64 2.43 -3.86
C 0.87 -2.85 -2.24
C 0.58 -3.54 -3.57
```

Results
- HOMO (spin up / spin down): -14.5025 / -15.1761 eV
- Kohn-Sham gap (spin up / spin down): 4.27 / 4.94 eV
- Largest force on an atom: 0.0042 hartree/bohr
- LUMO level (spin up / spin down): -10.23 / -10.23 eV
- 2S+1: 2
- Energy relative to the best compared isomer or geometry (same formula, charge and spin): 1.236 eV
- <S²>: 0.754
- Charge: +2
- E_tot: -146838.8446 eV


[2]
The following is a quantum chemistry calculation of a 2-piece molecular cluster, CH4N5 overall in a non-equilibrium geometry, from the Open Molecules 2025 dataset.

XYZ file:
```
10
CH4N5 (wB97M-V/def2-TZVPD)
C 1.66 0.63 0.07
H -3.82 -0.46 -0.68
N -0.97 0.27 0.18
N 1.66 -0.73 -0.06
N -2.03 -0.06 -0.03
H 1.44 1.21 -0.73
N -3.01 -0.70 -0.15
N 1.66 -1.81 0.04
H 2.66 0.91 0.55
H 0.74 0.73 0.80
```

Results
- HOMO: -14.3357 eV
- Kohn-Sham gap: 9.08 eV
- Largest force on an atom: 0.1111 hartree/bohr
- LUMO level: -5.26 eV
- Energy relative to the best compared isomer or geometry (same formula, charge and spin): 2.687 eV
- Charge: +1
- E_tot: -8541.0124 eV


[3]
The following is a quantum chemistry calculation of C21H48N2O3P2Sn as an isolated structure in a non-equilibrium geometry, from the Open Molecules 2025 dataset.

XYZ file:
```
77
C21H48N2O3P2Sn (wB97M-V/def2-TZVPD)
H -3.68 0.19 0.10
H -0.07 -3.34 -3.53
H -0.77 3.74 2.33
H 2.88 -4.19 -1.85
H 3.52 -4.48 -0.21
H -3.16 1.96 1.58
C -2.48 0.86 -2.54
H -1.27 -4.31 -0.15
H 3.99 -2.54 1.36
H -0.28 4.86 0.73
H 0.38 2.65 -2.46
H 1.11 -1.64 2.79
H -1.74 1.34 -3.18
C 3.84 -1.83 0.54
H 2.44 -4.90 1.43
H 4.49 -3.62 -1.41
H 0.01 -1.73 -2.80
P 1.14 -2.43 -0.09
H -2.91 -1.58 -2.35
C -1.53 2.96 2.49
H 4.82 -1.62 0.11
C -0.38 3.45 -2.45
H -4.74 0.39 -1.31
H 2.53 -2.71 2.73
C -4.10 0.94 -0.60
C -1.85 -0.61 1.33
H 3.45 -0.89 0.96
H 2.97 -1.71 -1.41
C -0.90 3.72 -1.03
H 0.96 3.72 0.16
H 1.00 -5.34 0.46
H 3.50 3.10 1.77
H 0.62 5.21 -0.75
O 3.06 1.26 -2.08
H -1.20 3.19 -3.13
N 2.06 2.07 3.42
H -2.12 3.27 3.36
C 1.43 -2.68 2.71
H -1.01 2.03 2.76
N 2.77 2.54 1.32
H -2.66 4.91 0.86
H 2.73 2.76 3.74
C -3.30 4.04 1.05
C 0.16 4.40 -0.16
H -4.00 3.93 0.21
H 0.94 -5.39 2.22
C -2.98 1.70 -1.35
H 0.08 4.37 -2.83
H 1.07 -3.22 3.60
H 1.52 1.57 4.10
C 3.47 -3.76 -1.03
O 1.20 0.87 1.67
C -1.15 -3.70 -1.05
H -4.73 1.63 -0.02
H -3.38 2.67 -1.72
C 2.06 1.11 -1.52
H -1.72 -2.78 -0.87
C 2.00 1.77 2.13
C 0.87 -3.38 1.47
H -3.89 4.24 1.95
H -1.78 4.38 -1.11
C 2.94 -2.41 -0.56
P -1.60 2.19 -0.22
C 1.35 -4.83 1.37
H -2.39 -2.12 -2.44
H -2.01 -0.06 -2.16
O -2.02 -0.81 2.46
C -2.47 2.78 1.30
H 1.51 -2.63 -3.10
Sn 0.00 -0.07 -0.38
H -1.63 -4.22 -1.90
C 0.46 -2.74 -2.78
C 0.31 -3.42 -1.41
H -0.23 -3.40 1.58
H -3.33 0.52 -3.15
H 0.86 -4.38 -1.43
H 2.96 2.16 0.40
```

Results
- HOMO: -21.9661 eV
- Kohn-Sham gap: 6.00 eV
- Largest force on an atom: 0.1062 hartree/bohr
- LUMO level: -15.97 eV
- Charge: +4
- E_tot: -56043.7296 eV


[4]
The following is a quantum chemistry calculation of a 2-piece molecular cluster, C5H10O2 overall, from the Open Molecules 2025 dataset.

XYZ file:
```
17
C5H10O2 (wB97M-V/def2-TZVPD)
H 1.32 0.86 0.82
C 1.99 0.61 0.00
O -1.09 1.33 0.98
H -1.47 -0.41 -1.15
H 2.15 1.16 -2.15
H 2.99 1.03 0.17
C 1.43 1.09 -1.30
C -1.28 -1.32 -0.58
H -2.04 -2.06 -0.86
H -0.84 1.28 0.03
C -1.29 -1.08 0.90
O 0.27 1.39 -1.49
H -1.38 -1.95 1.55
C -1.23 0.10 1.52
H 2.10 -0.48 -0.05
H -0.32 -1.73 -0.93
H -1.30 0.17 2.60
```

Results
- SMILES: C/C=C\O.CC=O
- HOMO: -8.4491 eV
- Kohn-Sham gap: 9.34 eV
- Largest force on an atom: 0.0108 hartree/bohr
- LUMO level: 0.89 eV
- Energy relative to the best compared isomer or geometry (same formula, charge and spin): 1.891 eV
- Charge: 0
- E_tot: -9441.1516 eV


[5]
The following is a quantum chemistry calculation of a 2-piece molecular cluster, C2H3N3O2 overall in a non-equilibrium geometry, from the Open Molecules 2025 dataset.

XYZ file:
```
10
C2H3N3O2 (wB97M-V/def2-TZVPD)
H -1.56 1.57 1.09
H -2.90 0.92 0.29
N 1.86 -0.28 0.38
C -1.20 0.30 -0.35
H 0.24 -0.13 -2.07
O 1.58 -2.55 0.21
O 2.41 0.78 0.50
N 1.96 -1.44 0.46
N -2.05 0.75 0.65
C -0.35 0.08 -1.17
```

Results
- SMILES: O=NN=O.C#CN
- HOMO: -9.3977 eV
- Kohn-Sham gap: 8.91 eV
- Largest force on an atom: 0.1190 hartree/bohr
- LUMO level: -0.48 eV
- Energy relative to the best compared isomer or geometry (same formula, charge and spin): 8.673 eV
- Charge: 0
- E_tot: -10679.7840 eV


[6]
The following is a quantum chemistry calculation of a 6-piece molecular cluster, C30H69N3O6 overall in a non-equilibrium geometry, from the Open Molecules 2025 dataset.

XYZ file:
```
108
C30H69N3O6 (wB97M-V/def2-TZVPD)
C 0.14 -2.26 -5.19
C 2.25 3.25 -2.74
C -6.75 -2.89 -1.05
H -2.28 3.60 5.75
H 1.10 2.30 5.79
H -4.44 -4.27 -1.80
H -0.44 0.21 2.10
H -0.22 0.19 -1.35
H 5.95 1.76 -4.98
H -2.42 -1.05 -1.93
H 3.93 3.99 -0.82
O 3.10 1.62 -0.59
H -4.71 -1.24 -1.72
H 2.18 -0.16 -5.09
C -0.92 2.04 5.08
C 1.83 2.52 3.21
H 2.09 -2.40 -4.24
H 0.67 -3.12 -2.84
H -0.34 -3.21 -4.98
O -1.84 -0.61 -2.58
H -3.80 -0.16 1.35
H 5.01 -1.59 -1.72
H -1.35 -2.91 0.98
H -0.95 -0.03 5.85
O -4.06 -1.91 -1.45
H 1.08 -0.61 -1.47
N -0.63 2.63 3.76
C 0.41 2.09 2.88
H -4.29 -1.84 2.78
C 5.62 1.90 -3.95
H 2.21 1.23 -0.70
C 4.29 2.63 -3.97
H -6.55 -2.72 -2.10
C 0.19 -0.11 4.16
H -4.49 -4.77 2.24
H 4.45 4.93 -2.24
C -1.00 0.52 4.90
C -2.30 2.53 5.51
C -4.94 -4.57 -0.87
C 0.08 2.60 1.46
C -2.25 -3.11 0.39
C -4.97 -3.79 2.26
H 2.16 4.08 -3.45
H 6.42 2.46 -3.46
C -3.44 -2.25 0.81
H -0.04 -1.16 4.00
H 4.29 3.57 -4.53
H 4.94 -0.17 -3.98
H 1.67 2.42 -3.14
H 3.36 -1.09 -2.14
C 1.17 -1.82 -4.14
H -1.97 0.22 4.48
H -2.66 1.99 6.39
H -5.66 -5.36 -1.10
H -2.41 -4.18 0.57
O -0.68 4.04 3.79
H -7.51 -3.66 -0.89
H -0.91 2.25 1.16
C 4.43 3.94 -1.79
H 6.42 0.07 -0.59
H 5.46 3.69 -1.53
H -2.67 -0.26 0.07
H 1.77 3.61 -1.83
C 5.43 0.53 -3.29
H 2.40 1.87 3.88
H 6.44 0.10 -3.24
H 2.01 0.06 -3.40
H 0.00 3.69 1.49
C -3.92 -2.68 2.20
H 4.05 -0.83 -0.50
H -5.44 -3.71 3.24
H 1.20 0.20 2.28
C -2.99 -0.78 0.97
N -4.58 -2.20 -0.14
C -5.52 -3.33 -0.24
H 0.68 -2.28 -6.14
H -0.66 -1.52 -5.32
H 5.54 1.53 -0.05
H -4.13 -5.10 -0.36
H 1.89 3.51 3.68
H -2.16 -0.83 1.68
C 3.70 2.84 -2.58
H 3.57 2.04 -4.55
C 4.76 0.59 -1.92
C 1.48 -0.35 -4.27
H 0.56 0.23 -4.34
H -1.10 -1.22 -2.71
O 0.69 0.15 -1.01
H -1.99 -3.02 -0.66
C 5.90 0.98 -0.91
H -0.05 3.49 6.37
O 0.70 -2.16 -2.80
H 6.65 1.61 -1.40
H -3.03 2.43 4.71
N 3.68 1.56 -1.85
H 0.18 4.32 4.15
C 0.30 0.58 2.80
H 2.49 2.54 2.34
C 0.09 2.43 6.16
C -6.04 -3.69 1.18
H 0.77 2.21 0.71
H -7.20 -2.01 -0.59
H -6.59 -4.62 1.15
H 1.10 0.07 4.75
H -3.07 -3.06 2.77
H -0.15 1.92 7.10
C 4.25 -0.82 -1.57
H -6.70 -2.85 1.44
```

Results
- SMILES: CC1(C)CCCC(C)(C)N1O.CC1(C)CCCC(C)(C)N1O.CC1(C)CCCC(C)(C)N1O.CC(C)O.O.O
- HOMO: -7.7064 eV
- Kohn-Sham gap: 8.08 eV
- Largest force on an atom: 0.0452 hartree/bohr
- LUMO level: 0.37 eV
- Energy relative to the best compared isomer or geometry (same formula, charge and spin): 2.109 eV
- Charge: 0
- E_tot: -48981.3952 eV